No. 1
{
  "formula": "C34H46N3O19",
  "method": "ωB97M-V/def2-TZVPD",
  "elements": ["C", "C", "O", "O", "C", "C", "O", "C", "O", "C", "C", "C", "C", "N", "N", "C", "C", "C", "C", "C", "N", "C", "C", "C", "C", "C", "H", "H", "H", "H", "H", "H", "H", "H", "H", "H", "H", "H", "H", "H", "H", "H", "H", "H", "H", "H", "H", "H", "H", "H", "H", "H", "C", "C", "O", "C", "O", "O", "H", "H", "H", "H", "C", "C", "O", "C", "O", "O", "H", "H", "H", "H", "C", "C", "O", "C", "O", "O", "H", "H", "H", "H", "C", "C", "O", "C", "O", "O", "H", "H", "H", "H", "C", "C", "O", "C", "O", "O", "H", "H", "H", "H"],
  "xyz": [[-0.439893, -7.132763, 1.925001], [0.403768, -7.396899, 0.680395], [1.105684, -8.378211, 0.640762], [0.358911, -6.584188, -0.432996], [0.345191, -5.193233, -0.144789], [0.143133, -4.362161, -1.429206], [-1.212694, -3.818700, -1.448672], [-1.235498, -2.475488, -1.263509], [-1.517123, -1.742190, -2.183881], [-0.897015, -1.810015, 0.061288], [-0.979750, -2.416831, 1.319026], [-0.621896, -1.713644, 2.420061], [-0.634931, -2.290261, 3.830115], [0.790468, -2.346553, 4.252267], [-0.225956, -0.438864, 2.309192], [-0.134685, 0.186687, 1.129803], [0.359655, 1.609121, 1.097595], [1.921439, 1.575649, 1.115242], [2.493008, 0.845938, -0.107442], [4.021204, 0.576108, -0.034768], [4.192005, -0.819978, 0.355548], [4.099670, -1.874788, -0.480090], [4.286438, -3.067185, 0.155620], [4.497999, -2.697361, 1.538898], [4.445225, -1.346999, 1.593802], [-0.482800, -0.495433, -0.010285], [-0.203647, -6.120227, 2.290334], [-1.490717, -7.071694, 1.602638], [-0.276644, -7.864186, 2.709987], [1.261458, -4.875118, 0.380717], [-0.497165, -4.945405, 0.510467], [0.849474, -3.522496, -1.437066], [0.320355, -4.988750, -2.307116], [-1.329080, -3.436772, 1.424164], [-1.153158, -1.616825, 4.526546], [-1.037859, -3.302757, 3.847168], [1.055119, -1.451231, 4.642769], [0.935545, -3.081027, 4.932116], [0.014409, 0.087178, 3.142759], [-0.017339, 2.075358, 0.180499], [-0.043799, 2.186590, 1.939968], [2.200949, 1.004684, 2.016379], [2.251082, 2.617726, 1.175245], [2.244977, 1.449040, -0.996640], [2.014654, -0.125755, -0.286379], [4.394350, 0.634595, -1.057652], [4.563967, 1.256653, 0.612404], [3.919948, -1.861133, -1.552353], [4.262444, -4.061065, -0.268022], [4.672673, -3.347156, 2.387606], [4.571554, -0.648052, 2.414978], [-0.391309, 0.044342, -0.946935], [-4.599207, -2.081458, -3.996297], [-4.340819, -0.882501, -3.118854], [-4.821322, 0.201045, -3.919367], [-5.733750, -0.304926, -4.793950], [-6.439196, 0.355719, -5.480532], [-5.727833, -1.661121, -4.769305], [-4.831184, -2.978872, -3.427310], [-3.767418, -2.295220, -4.670554], [-4.911867, -0.912103, -2.189674], [-3.289048, -0.754143, -2.881649], [8.884897, -0.742707, 0.333198], [9.310034, 0.443702, 1.163496], [8.517928, 1.502636, 0.616994], [7.430264, 0.945119, 0.039051], [6.489154, 1.557690, -0.360923], [7.543335, -0.401031, -0.026823], [8.911905, -1.678033, 0.886997], [9.477125, -0.852267, -0.577047], [9.061994, 0.326980, 2.220258], [10.370519, 0.665029, 1.072190], [-3.067463, 2.203317, -2.104175], [-3.670547, 3.555333, -2.388313], [-3.001378, 4.398989, -1.438869], [-1.832878, 3.810478, -1.117656], [-0.961683, 4.329604, -0.488579], [-1.762795, 2.549334, -1.606155], [-2.992790, 1.583531, -2.993142], [-3.611241, 1.651270, -1.328012], [-3.448114, 3.914710, -3.394226], [-4.747411, 3.576451, -2.236906], [0.700548, 7.890842, 0.062558], [0.019319, 6.938409, 1.013736], [0.637147, 7.252568, 2.264662], [1.109084, 8.525617, 2.184796], [1.527418, 9.145033, 3.104774], [1.035806, 8.991184, 0.910184], [0.052394, 8.210413, -0.750139], [1.619372, 7.477060, -0.358889], [-1.054055, 7.122901, 1.093235], [0.179012, 5.898392, 0.752255], [-7.704052, 2.344891, -0.364889], [-7.974949, 1.041497, -1.073920], [-6.653089, 0.522963, -1.273961], [-5.849009, 1.078195, -0.343421], [-4.722598, 0.729623, -0.135759], [-6.471033, 2.073610, 0.317114], [-8.486754, 2.613960, 0.339408], [-7.548658, 3.175141, -1.056034], [-8.540105, 0.338099, -0.460521], [-8.488811, 1.174773, -2.022610]],
  "atomic_forces_ev_per_a": [[-0.3, 1.6, -1.1], [1.1, -2.0, 0.5], [-0.6, 0.9, -0.3], [-0.1, 0.3, 0.8], [-0.3, 0.7, -0.1], [0.4, -0.3, 1.0], [0.4, 0.4, 0.4], [-0.3, 0.6, -1.6], [0.1, -0.6, 0.8], [0.1, -0.4, 0.1], [-0.2, -0.5, -1.1], [-0.5, -0.5, 1.8], [1.4, 0.6, 0.2], [-0.5, -0.1, -0.4], [0.0, 0.1, -0.4], [-0.1, 1.3, 0.2], [0.2, -0.4, -0.2], [-0.8, -0.6, 0.0], [0.1, 0.9, -0.2], [-1.6, -0.9, -0.7], [0.6, -0.3, 0.3], [-0.3, -1.2, -2.2], [0.0, 0.5, 1.7], [0.0, -1.1, -0.4], [0.0, 1.6, 0.8], [0.1, 0.1, -0.5], [0.0, -0.4, 0.2], [0.2, -0.2, 0.3], [0.1, -0.1, -0.3], [-0.1, -0.3, -0.3], [0.1, -0.2, -0.1], [0.0, -0.2, -0.1], [-0.4, 0.2, 0.0], [0.0, 0.2, 0.0], [-0.6, -0.3, -0.4], [-0.2, 0.3, -0.1], [0.2, -0.3, 0.3], [0.1, 0.2, 0.1], [0.0, -0.1, 0.0], [0.2, 0.0, 0.2], [0.1, -0.2, -0.1], [0.3, 0.5, 0.0], [0.3, -0.3, 0.1], [0.2, -0.1, 0.2], [0.1, 0.2, 0.2], [0.3, 0.3, 0.3], [-0.1, -0.2, 0.0], [0.1, 0.8, 0.2], [0.1, 0.2, 0.0], [0.0, 0.1, -0.2], [0.0, -0.3, 0.0], [-0.2, -0.3, 0.0], [0.2, -0.3, 0.0], [0.2, -0.1, 0.4], [-0.1, -0.2, -0.1], [-0.1, 0.0, -0.1], [0.0, 0.1, 0.0], [0.1, 0.3, 0.1], [-0.2, 0.0, -0.1], [0.0, 0.0, 0.0], [0.0, 0.0, -0.1], [-0.1, 0.2, -0.2], [0.2, -0.3, 0.0], [0.3, 0.0, 0.2], [-0.2, -0.2, -0.1], [0.0, 0.1, -0.1], [0.5, 0.1, 0.0], [0.0, 0.2, 0.0], [-0.2, 0.0, 0.0], [0.0, 0.1, 0.0], [0.0, 0.0, 0.0], [-0.1, 0.2, -0.1], [-0.3, -0.5, -0.1], [-0.2, 0.0, -0.3], [0.2, -0.2, 0.0], [-0.1, 0.1, -0.1], [0.0, -0.1, 0.1], [0.0, 0.3, 0.1], [0.3, 0.1, 0.0], [0.4, 0.3, -0.4], [0.0, 0.0, 0.0], [0.1, 0.2, 0.2], [0.0, 0.0, -0.3], [-0.2, -0.3, -0.1], [0.1, 0.2, -0.2], [0.0, 0.1, 0.1], [0.0, 0.0, 0.0], [-0.1, -0.2, 0.2], [0.0, 0.2, 0.1], [0.0, 0.0, 0.0], [0.0, 0.0, 0.0], [0.0, 0.0, 0.2], [-0.3, 0.3, 0.0], [-0.5, 0.0, -0.2], [0.2, 0.1, 0.2], [-0.2, -0.1, 0.2], [-0.3, -0.2, 0.3], [0.1, -0.2, -0.2], [0.2, 0.0, 0.2], [0.1, 0.0, 0.0], [0.1, 0.0, 0.0], [0.2, -0.1, -0.1]],
  "mulliken_charge": [-0.704, 0.606, -0.531, -0.363, -0.070, -0.484, -0.491, 0.217, -0.563, 0.418, -0.388, 0.275, -1.119, -0.532, 0.365, -0.150, -0.813, -0.530, 0.266, -1.448, 0.860, -0.693, -0.744, -0.943, -0.572, -0.235, 0.111, 0.312, 0.327, 0.484, -0.118, 0.266, 0.468, 0.680, 0.310, 0.478, 0.174, 0.242, 0.407, -0.330, 0.657, 0.245, 0.570, 0.291, -0.041, 0.313, 0.551, 0.489, 0.648, 0.485, 0.537, 0.752, -0.262, 0.385, -0.278, 0.565, -0.534, -0.361, 0.334, 0.238, 0.073, -0.054, -0.322, -0.330, -0.333, 0.668, -0.555, -0.280, 0.295, 0.267, 0.260, 0.303, 0.837, -0.324, -0.372, 0.508, -0.513, -0.266, 0.129, -0.446, 0.307, 0.227, -0.358, 0.216, -0.331, 0.617, -0.511, -0.329, 0.297, 0.287, 0.164, -0.023, -0.372, -0.355, -0.255, 0.579, -0.590, -0.328, 0.325, 0.248, 0.279, 0.333],
  "charge": 1,
  "e_lumo_ev": -4.57,
  "e_above_lowest_kcal_mol": 0.0,
  "fmax_ev_per_a": 2.473,
  "orbital_gap_ev": 6.0
}

---

No. 2
{
  "formula": "C34H46N4NiO4SbSeSi3",
  "method": "ωB97M-V/def2-TZVPD",
  "elements": ["Ni", "C", "Sb", "C", "C", "C", "C", "C", "C", "N", "Si", "C", "C", "C", "C", "C", "C", "C", "C", "C", "N", "Si", "C", "C", "C", "Si", "C", "C", "C", "H", "H", "H", "H", "H", "H", "H", "H", "H", "H", "H", "H", "H", "H", "H", "H", "H", "H", "H", "H", "H", "H", "H", "H", "H", "H", "H", "H", "H", "H", "H", "H", "H", "H", "H", "H", "H", "H", "C", "C", "N", "C", "C", "C", "C", "C", "C", "C", "C", "C", "N", "C", "H", "H", "H", "H", "H", "H", "H", "H", "O", "Se", "O", "O", "O"],
  "xyz": [[-0.053216, 0.466088, -0.354096], [0.358226, 2.039530, -3.621498], [0.536206, 3.291078, -1.887155], [-0.734830, 2.306610, -0.495387], [-0.717765, 3.076902, 0.757375], [-1.497822, 2.691620, 1.865938], [-1.480271, 3.444042, 3.017808], [-0.672297, 4.577526, 3.077062], [0.087777, 4.874516, 1.960367], [0.075362, 4.157269, 0.843348], [-2.534226, 1.893752, -1.391919], [-3.716685, 1.348665, -0.005511], [-3.577449, 1.670214, -2.982452], [-2.810772, 3.847646, -1.447013], [2.566100, 2.551413, -1.129147], [2.396261, 2.184187, 0.317810], [3.226481, 2.736659, 1.309072], [3.045746, 2.452685, 2.640761], [2.040302, 1.568373, 3.009114], [1.306725, 0.992819, 1.999295], [1.469032, 1.275845, 0.698206], [3.571812, 4.138695, -1.452589], [3.443650, 4.699490, -3.242581], [5.432610, 3.977511, -1.142042], [2.957923, 5.599892, -0.436844], [3.333013, 1.036086, -2.000458], [2.221853, -0.462113, -2.130168], [4.019939, 1.382097, -3.716078], [4.843913, 0.532539, -0.988660], [-0.601573, 2.253255, -4.092279], [0.388123, 0.973910, -3.425797], [1.148310, 2.318795, -4.319804], [-2.108725, 1.805442, 1.795875], [-2.087315, 3.151601, 3.866762], [-0.625362, 5.201852, 3.958981], [0.753099, 5.733276, 1.960547], [-3.308165, 0.592708, 0.665417], [-4.608349, 0.919643, -0.464915], [-4.025806, 2.196537, 0.606117], [-3.961899, 0.661257, -3.123429], [-3.022641, 1.915208, -3.890471], [-4.423272, 2.354650, -2.906336], [-2.511090, 4.376937, -0.539787], [-3.868130, 4.054680, -1.623695], [-2.265809, 4.308649, -2.277963], [4.019039, 3.404048, 1.019349], [3.680772, 2.916659, 3.386305], [1.832749, 1.322653, 4.040336], [0.546772, 0.257652, 2.220197], [3.745788, 3.944766, -3.964385], [4.107661, 5.559178, -3.363025], [2.436260, 5.025676, -3.492756], [5.901354, 3.344926, -1.895341], [5.690155, 3.568343, -0.167312], [5.886018, 4.968026, -1.219108], [1.888924, 5.741792, -0.591858], [3.479071, 6.494737, -0.787140], [3.123203, 5.511685, 0.634003], [1.825591, -0.630010, -3.130002], [1.347585, -0.391533, -1.478006], [2.771398, -1.356996, -1.827244], [3.266185, 1.712459, -4.428422], [4.418013, 0.432895, -4.080698], [4.836365, 2.102015, -3.713160], [4.578676, 0.335275, 0.048066], [5.612407, 1.302661, -0.992436], [5.277609, -0.381301, -1.399569], [-2.363106, -3.057097, -0.108325], [-1.726126, -1.843507, 0.188522], [-0.429021, -1.686236, 0.353602], [0.346342, -2.807313, 0.281085], [-0.187479, -4.035828, -0.132326], [-1.578004, -4.146154, -0.323337], [0.659495, -5.171889, -0.352412], [1.980182, -5.116457, -0.098056], [2.543632, -3.925196, 0.461235], [3.885539, -3.873174, 0.874161], [4.358441, -2.751805, 1.499731], [3.465897, -1.688871, 1.701701], [2.220256, -1.695634, 1.296020], [1.745162, -2.783725, 0.668457], [-3.429527, -3.058324, -0.270087], [-2.324534, -0.943613, 0.224358], [-1.996268, -5.089827, -0.651291], [0.203865, -6.075553, -0.737401], [2.623919, -5.970427, -0.267993], [4.522014, -4.734564, 0.709122], [5.382041, -2.676731, 1.841405], [3.793372, -0.794556, 2.221707], [-0.460561, -1.857487, -2.616375], [-1.789636, -0.967810, -2.895736], [-3.164776, -1.669010, -2.391974], [-1.533263, 0.383202, -1.739913], [-1.841021, -0.308771, -4.365011]],
  "atomic_forces_ev_per_a": [[-0.4, 1.0, -0.3], [0.0, -0.1, 0.0], [0.2, 0.1, -0.1], [-0.1, -0.6, -0.3], [-0.2, -0.2, -0.1], [0.0, 0.0, 0.0], [0.1, 0.0, 0.0], [0.0, 0.0, 0.0], [0.0, 0.0, 0.2], [0.1, 0.0, 0.0], [0.0, 1.1, 0.3], [0.0, -0.1, -0.1], [0.2, 0.0, 0.0], [-0.2, -0.2, 0.0], [-0.2, 0.0, 0.1], [0.1, 0.0, -0.2], [0.0, 0.0, 0.0], [0.0, 0.0, 0.1], [0.0, 0.0, 0.0], [0.0, 0.0, 0.1], [-0.3, -0.3, 0.0], [-0.1, -0.1, 0.1], [0.0, 0.0, 0.0], [0.0, 0.0, 0.0], [0.0, 0.0, -0.1], [0.0, 0.0, 0.0], [0.1, 0.1, 0.1], [-0.1, 0.0, 0.0], [-0.1, 0.0, 0.0], [0.0, 0.0, 0.0], [0.0, 0.0, 0.0], [0.0, 0.0, 0.0], [0.0, 0.0, 0.0], [0.0, 0.0, 0.0], [0.0, 0.0, 0.0], [0.0, 0.0, 0.0], [0.0, 0.0, 0.0], [-0.1, 0.0, 0.0], [0.0, 0.1, 0.0], [0.0, -0.1, 0.0], [0.0, 0.0, 0.0], [-0.1, 0.0, 0.0], [0.0, 0.0, 0.1], [-0.1, 0.1, 0.0], [0.0, 0.0, -0.1], [0.0, 0.1, 0.0], [0.0, 0.0, 0.0], [0.0, 0.0, 0.0], [0.0, 0.0, 0.0], [0.0, 0.0, 0.0], [0.0, 0.0, 0.0], [-0.1, 0.0, 0.0], [0.0, 0.0, -0.1], [0.1, 0.0, 0.1], [0.0, 0.1, 0.0], [-0.1, 0.0, 0.0], [0.0, 0.0, 0.0], [0.1, -0.1, 0.1], [0.0, 0.0, 0.0], [0.2, -0.2, -0.1], [0.0, 0.0, 0.0], [0.0, 0.0, 0.0], [0.0, -0.1, 0.0], [0.1, 0.0, 0.0], [0.0, -0.1, 0.1], [0.1, 0.0, 0.0], [0.0, -0.1, 0.0], [0.1, 0.0, 0.0], [-0.1, 0.2, 0.1], [0.3, -0.1, 0.2], [-0.1, -0.1, -0.1], [0.0, -0.1, 0.0], [0.0, 0.1, 0.0], [0.0, 0.1, 0.0], [0.0, 0.0, 0.0], [0.1, -0.1, 0.0], [0.0, 0.0, 0.0], [0.0, 0.0, 0.0], [0.1, 0.0, 0.0], [-0.1, 0.2, 0.0], [-0.1, 0.0, 0.0], [0.0, 0.0, 0.0], [0.0, -0.1, 0.0], [0.0, 0.0, 0.0], [0.0, 0.0, 0.0], [0.0, 0.0, 0.0], [0.0, 0.0, 0.0], [0.0, 0.0, 0.0], [0.0, 0.1, 0.0], [-0.2, 0.1, 0.0], [0.1, -0.1, 0.0], [0.1, 0.2, -0.2], [0.3, -0.8, 0.1], [0.1, -0.2, 0.2]],
  "mulliken_charge": [0.475, -1.202, 0.455, -1.111, 1.419, -0.606, -0.886, -0.790, -0.410, 0.015, 2.188, -1.919, -1.702, -1.641, 2.506, -1.256, -0.993, -1.323, -1.244, -0.490, 2.228, 0.413, -1.219, -1.256, -1.115, 0.158, 0.918, -1.285, -1.124, 0.429, -0.049, 0.508, 0.351, 0.405, 0.406, 0.346, 0.431, 0.410, 0.405, 0.477, 0.286, 0.409, 0.366, 0.434, 0.306, 0.204, 0.401, 0.462, 0.212, 0.390, 0.390, 0.277, 0.296, 0.367, 0.447, 0.208, 0.522, 0.322, 0.499, -1.620, 0.596, 0.289, 0.436, 0.316, 0.125, 0.290, 0.426, -0.990, -0.677, 0.123, 0.299, 1.078, -1.100, -0.936, -1.243, 1.642, -0.772, -0.949, -0.223, 0.190, -0.464, 0.453, 0.661, 0.359, 0.389, 0.367, 0.393, 0.426, 0.425, -0.487, 0.748, -0.653, -0.379, -0.660],
  "charge": -1,
  "e_lumo_ev": [2.19, 2.10],
  "e_above_lowest_kcal_mol": 21.3,
  "fmax_ev_per_a": 1.153,
  "orbital_gap_ev": [6.5, 6.7]
}